Entry 1:
Density functional theory data (ωB97M-V/def2-TZVPD) for a structure of composition C7H10N2O2S in a non-equilibrium geometry.

Last column: Löwdin charge in e.
Geometry (Å):
1 C -3.0722 0.5724 1.3742  -0.06
2 C -1.7620 0.1791 1.0878  -0.05
3 C -3.9242 0.7758 0.3104  -0.15
4 C -2.3466 0.3880 -1.2776  -0.17
5 C -1.4132 0.1351 -0.2840  -0.07
6 C 3.2142 0.7949 -0.1389  -0.09
7 C 0.4854 -0.2810 -0.7922  -0.35
8 N -3.6412 0.6088 -1.0058  0.06
9 N 0.7722 -1.5979 -0.6536  0.00
10 O 0.9094 2.2153 -0.1087  -0.34
11 O 1.2615 0.6760 1.7692  -0.35
12 S 1.3575 0.9171 0.3258  0.66
13 H -3.5044 0.4837 2.3773  0.11
14 H -0.9623 0.0039 1.8311  0.10
15 H -4.9253 1.0253 0.5236  0.09
16 H -2.1307 -0.1224 -2.2922  0.13
17 H 3.4051 -0.2826 -0.4137  0.07
18 H 3.3952 1.4300 -1.0355  0.07
19 H 3.7328 1.0544 0.6772  0.00
20 H 0.7148 0.0845 -1.7715  0.10
21 H -0.0043 -2.1160 -1.0696  0.10
22 H 0.8696 -1.8848 0.3583  0.12

Computed properties:
frontier orbital gap = 10.0 eV
total charge = 0
highest occupied orbital energy = -9.4 eV
total energy = -25328.1594 eV
relative energy (zero: lowest compared OMol25 entry of this formula, charge and spin) = 91.8 kcal per mole

---

Entry 2:
Density functional theory data (ωB97M-V/def2-TZVPD) for a structure of composition C7H10N2O2S2 in a non-equilibrium geometry.

Last column: Löwdin charge in e.
Geometry (Å):
1 C -0.4926 2.0235 -3.0210  -0.61
2 C 1.2255 -0.9878 1.5003  -0.22
3 C 1.1394 -2.0397 0.3057  -0.47
4 C -2.7548 0.7216 -1.6245  -0.35
5 C 0.4703 0.7547 -0.0959  -0.19
6 C -1.4289 1.2820 -1.3988  -0.26
7 C -1.1482 -0.6883 -0.1360  -0.81
8 N -0.5897 0.3093 -0.8194  -0.15
9 N 0.2492 0.0055 1.1342  -0.09
10 O -1.1992 1.9007 -3.9591  0.07
11 O 0.5714 2.4335 -2.6881  0.06
12 S -0.5584 -2.3602 -0.1154  0.92
13 S -2.9612 -0.7438 -0.3770  0.87
14 H 0.9793 -1.5520 2.4007  0.12
15 H 2.2481 -0.4777 1.5149  0.14
16 H 1.6011 -1.4583 -0.5600  0.08
17 H 1.7111 -3.0551 0.5390  0.13
18 H -3.6363 1.3493 -1.4997  0.08
19 H -2.9613 0.1175 -2.5567  0.09
20 H 1.4652 0.6151 -0.4683  0.14
21 H 0.4277 1.7908 0.1260  0.13
22 H -1.4669 2.2562 -0.8861  0.13
23 H -0.3485 0.4613 1.9028  0.20

Computed properties:
frontier orbital gap = 6.6 eV
total charge = 0
highest occupied orbital energy = -7.1 eV
total energy = -36162.6424 eV
relative energy (zero: lowest compared OMol25 entry of this formula, charge and spin) = 79.8 kcal per mole

---

Entry 3:
Density functional theory data (ωB97M-V/def2-TZVPD) for a structure of composition C7H10N2O2Ti in a non-equilibrium geometry.

Last column: Löwdin charge in e.
Geometry (Å):
1 C 0.6346 1.0392 -1.4442  -0.23
2 C -0.4939 1.6240 -0.7869  -0.17
3 C -1.6201 0.7779 -0.9674  -0.11
4 C -1.2196 -0.3545 -1.7298  -0.12
5 C 0.1628 -0.1714 -2.0979  -0.27
6 Ti 0.8247 -0.9005 -0.0473  0.94
7 N 1.5217 -2.1936 -1.1321  -0.15
8 C 0.9464 0.7977 1.8068  -0.18
9 C -0.2919 1.2348 2.1351  0.00
10 H -2.6246 0.9792 -0.6097  0.10
11 H -0.4929 2.5486 -0.2251  0.09
12 H -1.8565 -1.1724 -2.0483  0.11
13 H 0.7020 -0.7126 -2.8740  0.10
14 H 1.6305 1.4746 -1.5645  0.10
15 H -0.6235 2.2639 1.9325  0.08
16 H 1.4238 -0.0014 2.4191  0.08
17 H 1.8971 -2.9836 -1.6345  -0.04
18 H -0.9996 0.5855 2.6631  0.08
19 H 1.6466 1.3669 1.1552  0.07
20 O -0.4133 -2.2471 2.7619  0.01
21 N -0.0383 -1.8032 1.6945  -0.32
22 O -0.7160 -2.1520 0.5933  -0.17

Computed properties:
frontier orbital gap (alpha / beta) = 7.4 / 7.4 eV
total charge = 0
highest occupied orbital energy (alpha / beta) = -8.0 / -8.0 eV
total energy = -37605.9909 eV
relative energy (zero: lowest compared OMol25 entry of this formula, charge and spin) = 71.2 kcal per mole

---

Entry 4:
Density functional theory data (ωB97M-V/def2-TZVPD) for a structure of composition C7H10N3O2 in a non-equilibrium geometry.

Last column: Löwdin charge in e.
Geometry (Å):
1 C 1.0515 0.3062 0.5519  -0.28
2 C 1.0958 -2.0198 -0.2194  -0.41
3 C -0.5648 -0.7302 -0.9584  -0.30
4 C 1.4677 1.3491 1.2354  0.13
5 C -1.1340 1.0843 -0.7365  0.03
6 C 2.9631 -1.2247 0.9008  0.03
7 C -2.8141 -0.4998 -2.1697  0.03
8 N 1.6092 -0.9571 0.4390  0.02
9 N -1.6973 -0.1316 -1.3137  0.04
10 N -0.0304 0.2735 -0.3062  0.12
11 O 1.6157 -3.0793 -0.2959  0.21
12 O -0.1102 -1.9025 -0.9808  0.29
13 H 0.9116 2.2489 1.1092  0.07
14 H 2.2930 1.2595 2.0123  0.12
15 H -0.8787 1.6789 -1.5211  0.13
16 H -1.7376 1.6234 -0.0345  0.16
17 H 3.0645 -1.8245 1.9212  0.17
18 H 3.4813 -1.7378 0.1639  0.08
19 H 3.3820 -0.2918 1.0226  0.06
20 H -3.7780 -0.4100 -1.6074  0.12
21 H -2.8487 0.0465 -3.0984  0.10
22 H -2.7735 -1.5310 -2.4033  0.09

Computed properties:
frontier orbital gap = 10.0 eV
total charge = +1
highest occupied orbital energy = -13.2 eV
total energy = -15977.5855 eV
relative energy (zero: lowest compared OMol25 entry of this formula, charge and spin) = 50.5 kcal per mole

---

Entry 5:
Density functional theory data (ωB97M-V/def2-TZVPD) for the ion C7H10N3O3 with charge +1 in a non-equilibrium geometry.

Last column: Löwdin charge in e.
Geometry (Å):
1 C -0.9068 -0.4305 -0.9333  0.16
2 C 0.5093 -0.1277 0.9815  0.02
3 C -0.6272 -0.6209 -2.4213  -0.46
4 C 1.8427 1.4948 2.1919  -0.35
5 C -0.2321 -2.0161 -2.8627  0.01
6 C 3.2881 1.6965 2.6247  0.04
7 C -3.3053 -0.2270 -0.6213  0.02
8 N -1.7991 -0.0310 1.1898  0.11
9 N -1.9502 -0.1593 -0.2415  -0.14
10 N 1.7065 0.3367 1.2748  0.14
11 O -0.5745 0.3180 -3.1393  0.15
12 O 0.7814 2.0205 2.5482  0.12
13 O -0.6337 -0.0047 1.6176  0.03
14 H -0.9514 -2.2435 -3.7480  0.14
15 H -0.3560 -2.6518 -2.0293  0.06
16 H 0.7630 -1.8002 -3.2894  0.11
17 H 3.3721 1.5989 3.7333  0.12
18 H 3.5317 2.7258 2.4216  0.10
19 H 3.7962 0.8822 2.1025  0.08
20 H -3.6299 -1.2951 -0.5839  0.14
21 H -3.8840 0.2830 0.0546  0.07
22 H -3.3262 0.2143 -1.6736  0.15
23 H 2.5851 0.0370 0.8032  0.18

Computed properties:
frontier orbital gap (alpha / beta) = 7.2 / 7.7 eV
total charge = +1
highest occupied orbital energy (alpha / beta) = -12.7 / -13.3 eV
total energy = -18018.5842 eV
relative energy (zero: lowest compared OMol25 entry of this formula, charge and spin) = 165.8 kcal per mole

---

Entry 6:
Density functional theory data (ωB97M-V/def2-TZVPD) for a cluster of 2 separate species, C7H10N3S2 in total in a non-equilibrium geometry.

Last column: Löwdin charge in e.
Geometry (Å):
1 C 2.9255 -1.4165 -0.4438  0.00
2 C 4.0739 -0.6131 -0.2704  -0.03
3 C 1.7790 -0.7072 -0.6870  -0.14
4 C 2.8142 1.3666 -0.8393  -0.07
5 C 4.0440 0.7038 -0.6556  -0.02
6 C -1.2145 -1.3785 0.3574  0.05
7 C -4.5154 0.7182 0.5352  -0.58
8 N 1.7148 0.6350 -0.7764  -0.14
9 N -0.6541 -0.2564 0.0358  -0.57
10 N -4.1619 -0.3913 0.9336  0.04
11 S -5.1489 2.0417 1.6610  0.69
12 S -0.1936 1.1296 -0.0900  1.09
13 H 3.0231 -2.5359 -0.4464  0.15
14 H 4.9070 -1.1472 0.2396  0.14
15 H 0.8567 -1.1568 -0.8538  0.07
16 H 2.8866 2.3885 -1.1073  0.13
17 H 5.0191 1.2368 -0.7164  0.14
18 H -2.2643 -1.3037 0.5633  0.04
19 H -4.6139 1.0583 -0.4290  0.03
20 H -4.3858 -0.4510 1.8797  0.02
21 H -0.6637 -2.2930 0.2582  0.09
22 H -6.2278 2.3720 0.8518  -0.11

Computed properties:
frontier orbital gap = 7.8 eV
total charge = +1
highest occupied orbital energy = -12.2 eV
total energy = -33551.4910 eV
relative energy (zero: lowest compared OMol25 entry of this formula, charge and spin) = 55.0 kcal per mole

---

Entry 7:
Density functional theory data (ωB97M-V/def2-TZVPD) for the molecule C7H10N4 in a non-equilibrium geometry.

Last column: Löwdin charge in e.
Geometry (Å):
1 C -0.8309 -2.5822 1.4258  -0.07
2 C 0.1348 -1.4207 1.1605  -0.32
3 C 1.2129 -1.1623 2.0511  -0.04
4 C 1.9548 0.0789 1.7764  -0.13
5 C 1.5489 0.9118 0.8468  -0.07
6 C 0.4788 0.5655 -0.1258  -0.31
7 N 0.1682 1.5798 -0.8724  0.12
8 C -0.7282 1.6455 -1.7359  -0.48
9 N -0.9391 2.8115 -2.3958  0.15
10 N -1.4158 0.5165 -2.2192  0.18
11 N -0.1923 -0.6179 0.0879  0.12
12 H -1.8707 -2.4806 1.0578  0.07
13 H -0.8284 -3.0090 2.4297  0.06
14 H -0.6230 -3.4797 0.7706  0.08
15 H 1.5599 -1.7325 2.9577  0.11
16 H 2.9143 0.4371 2.4404  0.15
17 H 1.9779 1.8877 0.8726  0.09
18 H -0.1097 3.3419 -2.4796  0.09
19 H -1.3894 2.6948 -3.2504  0.07
20 H -1.0279 -0.3579 -1.8504  0.08
21 H -1.9950 0.3720 -2.9478  0.04

Computed properties:
frontier orbital gap = 8.5 eV
structure (SMILES) = Cc1cccc(N=C(N)N)n1
total charge = 0
highest occupied orbital energy = -7.8 eV
total energy = -13380.5391 eV
relative energy (zero: lowest compared OMol25 entry of this formula, charge and spin) = 30.4 kcal per mole

---

Entry 8:
Density functional theory data (ωB97M-V/def2-TZVPD) for a structure of composition C7H10N4O4 in a non-equilibrium geometry.

Last column: Löwdin charge in e.
Geometry (Å):
1 C 2.4967 -0.1247 0.9716  -0.40
2 C 0.2021 -0.2588 -1.7515  -0.15
3 C -0.7400 -1.0668 -0.8846  -0.24
4 C -0.9191 -0.5657 1.5170  -0.09
5 C 0.0095 1.6867 1.0426  0.05
6 C 1.0318 1.4437 -0.0832  -0.18
7 C 1.9818 1.2096 1.0293  -0.10
8 N 1.9868 -0.6905 -0.2821  0.10
9 N -0.6741 0.8522 1.7992  0.08
10 N 1.2353 0.3224 -0.9533  -0.12
11 N 2.5820 2.2675 1.7948  -0.37
12 O 2.0711 3.3729 1.8087  0.02
13 O 3.0589 -0.7242 1.8283  0.12
14 O 3.5405 1.9932 2.5043  0.07
15 O -1.4918 -0.5866 0.1740  -0.09
16 H 0.6033 -0.8428 -2.5250  0.11
17 H -0.3663 0.5688 -2.1574  0.13
18 H -1.4259 -1.4599 -1.6653  0.13
19 H -0.1337 -1.9874 -0.5492  0.14
20 H -0.0757 -1.2230 1.5790  0.13
21 H -1.5687 -0.9475 2.2139  0.11
22 H -0.0713 2.6569 1.3007  0.10
23 H 1.2357 2.3327 -0.6942  0.16
24 H 2.6196 -1.1512 -0.8604  0.12
25 H -1.1284 1.2937 2.5943  0.16

Computed properties:
frontier orbital gap (alpha / beta) = 7.9 / 7.9 eV
total charge = 0
highest occupied orbital energy (alpha / beta) = -8.0 / -8.0 eV
total energy = -21564.2444 eV
relative energy (zero: lowest compared OMol25 entry of this formula, charge and spin) = 60.5 kcal per mole

---

Entry 9:
Density functional theory data (ωB97M-V/def2-TZVPD) for the ion C7H10N5 with charge +1 in a non-equilibrium geometry.

Last column: Löwdin charge in e.
Geometry (Å):
1 C -1.5946 -1.3013 -1.4895  -0.13
2 C 1.8655 1.4736 1.0793  -0.09
3 C 0.1065 -2.4324 -2.1079  -0.12
4 C 2.2979 -0.1426 2.3884  -0.22
5 C -0.4574 -0.6013 -1.0125  -0.18
6 C 0.9546 0.5063 0.8837  -0.22
7 C -0.3022 0.6102 -0.1567  -0.10
8 N -1.2544 -2.3438 -2.2230  0.09
9 N 2.7021 1.0464 2.0856  0.10
10 N 0.6503 -1.3777 -1.4150  0.08
11 N 1.2246 -0.5489 1.7590  0.12
12 N -1.5458 0.8429 0.7939  0.26
13 H -2.6794 -0.9951 -1.5436  0.13
14 H 1.7165 2.4871 0.7999  0.11
15 H 0.5890 -3.2597 -2.6347  0.13
16 H 2.8304 -0.7888 3.0723  0.14
17 H -0.0718 1.5923 -0.5419  0.14
18 H 1.6319 -1.1801 -1.2327  0.16
19 H 1.0169 -1.5390 1.8114  0.17
20 H -1.7127 0.1079 1.3591  0.11
21 H -2.3743 0.9848 0.1690  0.18
22 H -1.3846 1.7791 1.1317  0.16

Computed properties:
frontier orbital gap (alpha / beta) = 5.1 / 7.2 eV
total charge = +1
highest occupied orbital energy (alpha / beta) = -8.7 / -13.2 eV
2S+1 = 3
total energy = -14859.5894 eV
relative energy (zero: lowest compared OMol25 entry of this formula, charge and spin) = 20.9 kcal per mole

---

Entry 10:
Density functional theory data (ωB97M-V/def2-TZVPD) for the ion C7H10NO2 with charge +1 in a non-equilibrium geometry.

Last column: Löwdin charge in e.
Geometry (Å):
1 C -3.0707 -1.8893 1.5440  0.11
2 C -2.0816 -1.1198 2.2121  -0.28
3 C -1.5226 -1.3267 0.2239  -0.32
4 C -0.4298 -1.4721 -0.5690  0.12
5 C 0.9541 1.9248 -0.5186  -0.10
6 C 0.7365 -0.5959 -0.4339  -0.15
7 C 0.4207 0.7221 -1.2993  -0.21
8 N -1.2051 -0.6905 1.2916  0.27
9 O -2.6870 -2.1342 0.2637  0.17
10 O -2.1259 -0.8389 3.5004  0.19
11 H -3.7679 -2.5367 1.9966  0.15
12 H -0.5876 -2.1406 -1.4212  0.16
13 H 2.1607 1.9307 -0.3221  0.15
14 H 0.3764 2.0112 0.4403  0.09
15 H 0.7048 2.7685 -1.0921  0.05
16 H 0.8703 -0.2806 0.6030  0.10
17 H 1.7553 -0.9904 -0.8547  0.17
18 H 0.7633 0.5682 -2.2981  0.10
19 H -0.7200 0.7918 -1.3394  0.13
20 H -2.7787 -1.3147 3.9325  0.10

Computed properties:
frontier orbital gap (alpha / beta) = 7.3 / 7.3 eV
total charge = +1
highest occupied orbital energy (alpha / beta) = -14.1 / -14.1 eV
total energy = -12995.7389 eV
relative energy (zero: lowest compared OMol25 entry of this formula, charge and spin) = 70.8 kcal per mole

---

Entry 11:
Density functional theory data (ωB97M-V/def2-TZVPD) for the ion C7H10NO5P with charge -2 in a non-equilibrium geometry.

Last column: Löwdin charge in e.
Geometry (Å):
1 N -0.0313 2.6278 0.4205  0.04
2 C 0.6230 1.3010 0.4316  -0.22
3 C 2.1767 1.5810 0.0569  -0.71
4 O 2.3904 2.6232 -0.5818  -0.08
5 O 2.9617 0.6685 0.3509  -0.09
6 C 0.0401 0.2649 -0.6650  -0.26
7 C 0.8410 -1.0189 -0.8935  -0.19
8 C 0.3274 -1.8994 0.2080  -0.25
9 C -1.0656 -1.4169 0.4247  -0.11
10 C -1.2201 -0.1825 -0.0202  -0.27
11 P -2.7913 0.7086 -0.1411  0.25
12 O -2.7153 1.7895 -1.1568  -0.37
13 O -3.9873 -0.1338 -0.2975  -0.38
14 O -2.8217 1.3836 1.4217  -0.19
15 H -0.8913 2.5634 -0.0995  0.02
16 H 0.5490 3.1269 -0.1187  -0.02
17 H 0.3717 0.9481 1.4579  0.13
18 H -0.1470 0.8250 -1.6233  0.15
19 H 2.0353 -0.9305 -0.9894  0.13
20 H 0.5118 -1.5844 -1.9619  0.15
21 H 1.0087 -1.8971 1.1305  0.13
22 H 0.1912 -2.9843 -0.0304  0.09
23 H -1.8582 -2.0425 0.7583  0.09
24 H -2.2429 2.0827 1.3896  -0.05

Computed properties:
frontier orbital gap = 7.7 eV
structure (SMILES) = N[C@H](C(=O)[O-])[C@H]1CCC=C1[P@@](=O)([O-])O
total charge = -2
highest occupied orbital energy = -1.5 eV
total energy = -28439.9038 eV
relative energy (zero: lowest compared OMol25 entry of this formula, charge and spin) = 2.6 kcal per mole

---

Entry 12:
Density functional theory data (ωB97M-V/def2-TZVPD) for the ion C7H10NOS with charge +1 in a non-equilibrium geometry.

Last column: Löwdin charge in e.
Geometry (Å):
1 C -0.7968 2.4037 1.8147  -0.03
2 C -1.3640 2.1710 0.5695  -0.04
3 C -0.0094 1.4345 2.4209  -0.04
4 C -1.1641 0.9659 -0.0805  -0.06
5 C 0.1868 0.2212 1.7855  -0.08
6 C -0.4012 -0.0157 0.5423  -0.40
7 C 2.5618 -1.5948 -2.0715  0.05
8 N -1.4742 -1.8629 -0.9823  -0.16
9 O 1.0797 -1.5622 -1.4212  -0.48
10 S -0.1870 -1.6766 -0.0480  1.23
11 H -0.9697 3.3465 2.3102  0.12
12 H -1.9674 2.9356 0.1046  0.12
13 H 0.4434 1.6219 3.3814  0.12
14 H -1.5892 0.8191 -1.0613  0.11
15 H 0.7876 -0.5484 2.2503  0.12
16 H 3.0630 -0.6971 -1.7398  0.07
17 H 3.0349 -2.5130 -1.7536  0.07
18 H 2.2797 -1.5825 -3.1154  0.08
19 H -1.8974 -1.0978 -1.4966  0.08
20 H -1.6165 -2.7683 -1.4092  0.10

Computed properties:
frontier orbital gap = 8.8 eV
total charge = +1
highest occupied orbital energy = -13.8 eV
total energy = -21784.4146 eV
relative energy (zero: lowest compared OMol25 entry of this formula, charge and spin) = 47.2 kcal per mole